{
  "formula": "C22H40Br14F3N2O3",
  "method": "ωB97M-V/def2-TZVPD",
  "symbols": ["C", "C", "N", "N", "C", "C", "C", "O", "C", "C", "O", "O", "C", "F", "F", "F", "H", "H", "H", "H", "H", "H", "H", "H", "H", "H", "H", "H", "Br", "C", "C", "Br", "H", "H", "H", "H", "Br", "C", "C", "Br", "H", "H", "H", "H", "Br", "C", "C", "Br", "H", "H", "H", "H", "Br", "C", "C", "Br", "H", "H", "H", "H", "Br", "C", "C", "Br", "H", "H", "H", "H", "Br", "C", "C", "Br", "H", "H", "H", "H", "Br", "C", "C", "Br", "H", "H", "H", "H"],
  "xyz": [[1.93, -1.89, -0.71], [0.49, -2.24, -1.17], [-0.40, -1.46, -0.31], [-1.78, -1.70, -0.45], [-2.31, -1.24, -1.69], [-2.44, 0.33, -1.66], [-3.37, 0.88, -0.45], [-1.80, 0.93, -0.63], [-2.22, -3.05, -0.05], [-2.55, -4.00, -1.24], [-3.68, -3.96, -1.76], [-1.66, -4.81, -1.66], [-3.42, -3.07, 0.91], [-4.55, -2.51, 0.43], [-3.10, -2.30, 1.99], [-3.69, -4.31, 1.33], [2.66, -2.25, -1.43], [1.98, -0.82, -0.55], [2.10, -2.44, 0.22], [0.39, -3.32, -1.07], [0.40, -1.87, -2.19], [-0.13, -1.49, 0.66], [-1.71, -1.46, -2.58], [-3.36, -1.53, -1.78], [-2.52, 0.85, -2.61], [-3.74, -0.17, -0.35], [-3.20, 0.95, 0.63], [-1.40, -3.52, 0.50], [-0.25, 2.63, -0.89], [1.34, 3.76, -1.11], [2.60, 2.97, -0.94], [2.96, 2.60, 0.95], [1.25, 4.58, -0.40], [1.27, 4.15, -2.12], [3.47, 3.54, -1.28], [2.58, 2.01, -1.44], [-5.86, -0.28, 1.43], [-6.80, 1.42, 1.45], [-8.14, 1.32, 0.77], [-7.96, 1.30, -1.16], [-6.13, 2.15, 0.99], [-6.92, 1.67, 2.51], [-8.74, 2.20, 0.99], [-8.69, 0.43, 1.05], [2.80, -7.96, -0.72], [2.53, -6.40, 0.43], [1.13, -6.35, 0.98], [-0.18, -5.72, -0.40], [2.78, -5.53, -0.17], [3.27, -6.51, 1.22], [1.07, -5.61, 1.78], [0.79, -7.31, 1.34], [-1.56, -2.20, 4.81], [-3.42, -2.57, 5.21], [-3.91, -1.76, 6.38], [-3.27, -2.48, 8.08], [-3.51, -3.64, 5.37], [-3.97, -2.30, 4.31], [-4.99, -1.79, 6.45], [-3.58, -0.72, 6.34], [2.88, 6.04, -3.66], [2.52, 7.82, -2.98], [2.65, 7.89, -1.48], [1.10, 7.12, -0.57], [1.54, 8.10, -3.33], [3.27, 8.46, -3.45], [2.68, 8.93, -1.15], [3.52, 7.36, -1.10], [5.13, 10.07, 0.34], [4.57, 8.99, 1.86], [5.46, 7.78, 2.04], [5.04, 6.40, 0.74], [3.53, 8.73, 1.70], [4.65, 9.65, 2.72], [5.29, 7.32, 3.01], [6.51, 8.01, 1.93], [4.95, -5.02, -1.76], [4.41, -5.49, -3.56], [5.58, -5.95, -4.39], [6.68, -4.45, -4.98], [3.91, -4.63, -3.98], [3.69, -6.30, -3.43], [5.24, -6.43, -5.30], [6.24, -6.63, -3.85]],
  "mulliken_charge": [-1.32, 0.61, -0.63, 0.71, -1.64, 0.55, -1.11, -0.46, 0.08, 0.37, -0.70, -0.82, 0.42, -0.30, -0.19, -0.29, 0.31, 0.38, 0.28, -0.29, 0.12, 0.29, 0.74, 0.48, 0.51, -0.08, 0.49, 0.33, 0.21, -0.36, -0.56, -0.18, 0.07, 0.24, 0.31, 0.41, -0.05, -0.62, -0.61, -0.14, 0.37, 0.37, 0.36, 0.36, -0.20, -0.17, -0.87, 0.11, -0.08, 0.42, 0.34, 0.44, -0.14, -0.41, -0.59, -0.17, 0.44, 0.09, 0.36, 0.39, -0.16, -0.60, -0.15, -0.11, 0.41, 0.38, 0.27, -0.06, -0.15, -0.57, -0.59, -0.07, 0.33, 0.37, 0.34, 0.36, -0.14, -0.53, -0.60, -0.16, 0.39, 0.30, 0.36, 0.36],
  "max_force_ev_per_a": 3.059,
  "e_tot_ev": -1021328.83430,
  "gap_ev": 6.55,
  "homo_ev": -5.142,
  "relative_energy_kj_mol": 92.7,
  "total_charge": -1
}